Entry from the OMol25 dataset: the molecule C4H5NO (ωB97M-V/def2-TZVPD).

Output
- E_LUMO (eV) = 0.460
- DFT total energy (Ha) = -285.33295
- SMILES = C[C@H](C#N)C=O
- HOMO energy (Ha) = -0.38506
- energy above the lowest of the compared OMol25 structures with the same formula, charge and spin (eV) = 2.221
- F_max (hartree/bohr) = 0.0442

Last columns: bonded neighbours and bond lengths (Å).
Atoms and positions in Å:
1 C -1.043 -0.725 0.617  C2 1.558, H7 1.107, H8 1.092, H9 1.089
2 C 0.197 0.185 0.372  C1 1.558, C3 1.445, C5 1.736, H10 1.110
3 C -0.220 1.279 -0.474  C2 1.445, N4 1.151
4 N -0.748 2.180 -0.956  C3 1.151
5 C 1.530 -0.250 -0.650  C2 1.736, O6 1.202, H11 1.125
6 O 1.563 0.500 -1.590  C5 1.202
7 H -1.886 -0.194 1.098  C1 1.107
8 H -1.434 -1.111 -0.327  C1 1.092
9 H -0.779 -1.546 1.282  C1 1.089
10 H 0.441 0.666 1.342  C2 1.110
11 H 2.380 -0.984 -0.714  C5 1.125

Entry from the OMol25 dataset: a 2-piece molecular cluster, C4H8 overall (ωB97M-V/def2-TZVPD).

Output
- E_LUMO (eV) = 1.264
- DFT total energy (Ha) = -157.10772
- SMILES = C=C.C=C
- HOMO energy (Ha) = -0.35202
- energy above the lowest of the compared OMol25 structures with the same formula, charge and spin (eV) = 2.074
- F_max (hartree/bohr) = 0.0248

Last columns: bonded neighbours and bond lengths (Å).
Atoms and positions in Å:
1 C 2.831 0.836 -0.699  C2 1.322, H3 1.082, H4 1.082
2 C 1.748 0.592 0.019  C1 1.322, H5 1.085, H6 1.082
3 H 2.733 1.288 -1.677  C1 1.082
4 H 3.830 0.693 -0.308  C1 1.082
5 H 0.795 0.564 -0.498  C2 1.085
6 H 1.738 0.242 1.043  C2 1.082
7 C -2.777 -0.406 0.681  C8 1.330, H9 1.084, H10 1.087
8 C -1.821 -0.988 -0.038  C7 1.330, H11 1.085, H12 1.085
9 H -3.471 0.345 0.323  C7 1.084
10 H -2.762 -0.545 1.759  C7 1.087
11 H -1.953 -1.356 -1.050  C8 1.085
12 H -0.890 -1.265 0.446  C8 1.085

Entry from the OMol25 dataset: the molecule C2H7NOP2 (ωB97M-V/def2-TZVPD).

Output
- E_LUMO (alpha / beta) (eV) = -0.700 / -0.696
- DFT total energy (Ha) = -892.96044
- SMILES = CP(C)#[PH]N=O
- HOMO energy (alpha / beta) (Ha) = -0.30928 / -0.30907
- energy above the lowest of the compared OMol25 structures with the same formula, charge and spin (eV) = 1.303
- F_max (hartree/bohr) = 0.0819

Last columns: bonded neighbours and bond lengths (Å).
Atoms and positions in Å:
1 C -0.068 1.503 0.106  P2 1.916, H7 1.078, H8 1.065, H9 1.085
2 P 0.860 -0.169 0.233  C1 1.916, C3 1.869, P4 2.105
3 C -0.092 -1.162 -1.032  P2 1.869, H10 1.029, H11 1.162, H12 1.102
4 P -0.079 -0.956 1.944  P2 2.105, N5 1.668, H13 1.428
5 N 0.438 0.058 3.163  P4 1.668, O6 1.241
6 O 0.622 -0.306 4.336  N5 1.241
7 H 0.041 2.091 1.002  C1 1.078
8 H -1.028 1.088 -0.096  C1 1.065
9 H -0.012 2.123 -0.783  C1 1.085
10 H -0.682 -0.575 -1.638  C3 1.029
11 H -0.508 -2.035 -0.388  C3 1.162
12 H 0.625 -1.591 -1.751  C3 1.102
13 H 0.641 -2.189 1.988  P4 1.428